Record 1
{"formula": "CHClN2O", "method": "ωB97M-V/def2-TZVPD", "elements": ["C", "N", "N", "O", "Cl", "H"], "xyz": [[0.60795, -0.18974, 0.52134], [-1.27285, -0.10558, -0.09187], [-0.20531, 0.62042, -0.01043], [-0.12723, 1.78156, -0.07103], [1.89299, -0.97728, -0.47000], [-0.89555, -1.12938, 0.12200]], "homo_energy_ev": [-10.156, -10.157], "homo_lumo_gap_ev": [8.6142, 8.6147], "relative_energy_ev": 6.127, "lumo_energy_ev": [-1.54, -1.54]}

=====

Record 2
{"formula": "C5H11O4P", "method": "ωB97M-V/def2-TZVPD", "elements": ["C", "C", "C", "C", "C", "O", "O", "O", "O", "P", "H", "H", "H", "H", "H", "H", "H", "H", "H", "H", "H"], "xyz": [[1.77849, -0.12240, 1.11894], [0.36572, 0.19439, 1.61517], [1.83500, 0.09342, -0.40543], [0.76663, -0.80927, -1.02176], [-2.81774, 0.54390, -0.86360], [-1.53863, -1.69244, 0.58879], [1.63298, 1.43241, -0.76800], [1.11661, -2.15311, -0.96936], [-1.60211, 0.78804, -0.17019], [-0.73347, -0.49840, 0.31388], [2.52260, 0.49590, 1.62041], [2.00907, -1.17261, 1.30473], [0.15015, -0.29339, 2.56471], [0.19984, 1.26668, 1.71778], [2.82392, -0.17906, -0.79160], [0.49360, -0.48436, -2.03343], [-3.47627, -0.09397, -0.26903], [-2.63043, 0.06002, -1.82459], [-3.28059, 1.51696, -1.02409], [0.73100, 1.68561, -0.52784], [0.34381, -2.67479, -0.70139]], "homo_energy_ev": -9.677, "homo_lumo_gap_ev": 10.4108, "relative_energy_ev": 0.880, "smiles": "CO[P@]1(=O)CC[C@H](O)[C@H]1O", "lumo_energy_ev": 0.73}

=====

Record 3
{"formula": "C19H33BCl4OSn", "method": "ωB97M-V/def2-TZVPD", "elements": ["Cl", "B", "Cl", "Cl", "O", "C", "C", "C", "C", "C", "Cl", "C", "C", "H", "H", "H", "H", "H", "C", "C", "C", "C", "Sn", "C", "C", "C", "C", "C", "C", "C", "C", "H", "H", "H", "H", "H", "H", "H", "H", "H", "H", "H", "H", "H", "H", "H", "H", "H", "H", "H", "H", "H", "H", "H", "H", "H", "H", "H", "H"], "xyz": [[-4.78325, 2.54889, -0.92502], [-4.23214, 1.68417, 0.62250], [-5.67020, 1.48191, 1.76056], [-3.54338, 0.02688, 0.19183], [-3.20239, 2.47585, 1.28523], [-2.66977, 2.02154, 2.43053], [-1.68150, 2.74946, 3.09302], [-1.08544, 2.31816, 4.30356], [-0.11941, 3.08067, 4.90513], [0.28259, 4.28377, 4.33122], [1.49722, 5.23449, 5.09464], [-0.29181, 4.72504, 3.14311], [-1.25888, 3.97466, 2.52891], [-3.02965, 1.08187, 2.82003], [-1.40396, 1.38829, 4.74030], [0.33833, 2.76092, 5.82690], [0.03101, 5.66023, 2.71662], [-1.72115, 4.29630, 1.60920], [2.54942, -1.62503, -5.17559], [1.67611, -0.71416, -4.32870], [0.73908, -1.50163, -3.40581], [-0.13886, -0.60389, -2.53452], [0.35493, -0.97655, -0.48716], [-0.07991, -3.00664, 0.01756], [-1.54038, -3.27154, -0.25428], [-1.93786, -4.71223, 0.07616], [-3.40341, -4.99413, -0.19965], [2.43860, -0.63388, -0.10783], [2.74214, 0.83184, -0.41232], [3.23694, 1.60839, 0.81339], [3.55708, 3.05815, 0.49134], [-0.59477, 0.06081, 0.47303], [3.21029, -1.06512, -5.84024], [3.17839, -2.25998, -4.54851], [1.94087, -2.28400, -5.79823], [2.29944, -0.04574, -3.71851], [1.08097, -0.04908, -4.97030], [0.11859, -2.18303, -4.00689], [1.34070, -2.16110, -2.76197], [0.05901, 0.45320, -2.72215], [-1.20946, -0.76210, -2.69618], [0.55858, -3.68057, -0.55937], [0.16754, -3.15261, 1.07113], [-2.15405, -2.56794, 0.32837], [-1.76730, -3.05490, -1.30925], [-1.30208, -5.39927, -0.49989], [-1.69967, -4.91586, 1.12942], [-3.67454, -6.02477, 0.03628], [-4.04774, -4.34165, 0.39201], [-3.64495, -4.82432, -1.25027], [2.58755, -0.86782, 0.94851], [3.07077, -1.32619, -0.67402], [3.47791, 0.91574, -1.22638], [1.83287, 1.31474, -0.80126], [2.47706, 1.55118, 1.60534], [4.12175, 1.10393, 1.22658], [3.92076, 3.60467, 1.36358], [4.32557, 3.12569, -0.28087], [2.67589, 3.58427, 0.11916]], "homo_energy_ev": -8.885, "homo_lumo_gap_ev": 6.3078, "relative_energy_ev": 0.567, "lumo_energy_ev": -2.58}

=====

Record 4
{"formula": "C4H7NO", "method": "ωB97M-V/def2-TZVPD", "elements": ["C", "C", "C", "O", "C", "N", "H", "H", "H", "H", "H", "H", "H"], "xyz": [[-1.32233, -0.71902, 0.34161], [-0.35315, -0.01230, -0.60131], [0.29254, 1.24444, 0.02095], [1.58989, 0.77721, 0.45777], [1.70505, -0.46815, -0.06484], [0.77007, -0.94223, -0.76934], [-1.54008, -1.71902, -0.04710], [-2.25543, -0.16351, 0.47287], [-0.83863, -0.83840, 1.31972], [-0.82624, 0.19340, -1.56616], [-0.24024, 1.61177, 0.90355], [0.43048, 2.06242, -0.69611], [2.58806, -1.02662, 0.22839]], "homo_energy_ev": -9.595, "homo_lumo_gap_ev": 10.6310, "relative_energy_ev": 1.091, "smiles": "C[C@H]1COC=N1", "lumo_energy_ev": 1.04}

=====

Record 5
{"formula": "C39H90O43P4", "method": "ωB97M-V/def2-TZVPD", "elements": ["C", "O", "P", "O", "O", "C", "O", "C", "H", "H", "H", "H", "H", "H", "H", "H", "H", "C", "O", "P", "O", "O", "C", "O", "C", "H", "H", "H", "H", "H", "H", "H", "H", "H", "C", "O", "P", "O", "O", "C", "O", "C", "H", "H", "H", "H", "H", "H", "H", "H", "H", "C", "O", "P", "O", "O", "C", "O", "C", "H", "H", "H", "H", "H", "H", "H", "H", "H", "C", "O", "C", "O", "O", "C", "H", "H", "H", "H", "H", "H", "C", "O", "C", "O", "O", "C", "H", "H", "H", "H", "H", "H", "C", "O", "C", "O", "O", "C", "H", "H", "H", "H", "H", "H", "C", "O", "C", "O", "O", "C", "H", "H", "H", "H", "H", "H", "C", "O", "C", "O", "O", "C", "H", "H", "H", "H", "H", "H", "C", "O", "C", "O", "O", "C", "H", "H", "H", "H", "H", "H", "C", "O", "C", "O", "O", "C", "H", "H", "H", "H", "H", "H", "C", "O", "C", "O", "O", "C", "H", "H", "H", "H", "H", "H", "C", "O", "C", "O", "O", "C", "H", "H", "H", "H", "H", "H"], "xyz": [[4.42179, -3.49844, -0.14721], [4.52746, -4.58464, -1.06190], [5.98049, -4.87585, -1.62499], [6.65528, -3.77155, -2.31856], [6.79476, -5.43165, -0.34582], [8.21257, -5.45051, -0.43345], [5.82893, -6.22610, -2.43998], [5.45560, -6.17114, -3.81721], [5.24557, -3.46448, 0.57364], [3.54714, -3.60893, 0.48828], [4.44058, -2.51478, -0.61647], [8.53959, -6.48263, -0.30314], [8.63826, -4.82668, 0.35301], [8.68033, -5.09960, -1.35481], [6.06941, -5.41812, -4.32038], [4.41654, -5.95457, -4.05949], [5.76341, -7.11492, -4.26269], [-8.26505, -3.03405, -5.35744], [-6.84639, -2.97432, -5.22991], [-6.15348, -1.85741, -4.32880], [-6.25297, -0.51213, -4.89149], [-4.65333, -2.35987, -4.13813], [-4.39703, -3.65190, -3.58918], [-6.94165, -2.14389, -2.94430], [-6.43847, -1.63655, -1.69893], [-8.59341, -2.74048, -6.35128], [-8.73835, -2.45589, -4.56486], [-8.57068, -4.06774, -5.18212], [-3.79552, -3.56115, -2.68781], [-3.93183, -4.29139, -4.34026], [-5.29721, -4.21463, -3.32840], [-5.49142, -1.11469, -1.84239], [-6.25423, -2.46321, -1.01460], [-7.25152, -1.01343, -1.32709], [-1.92477, 1.69028, 4.41790], [-3.08984, 2.12328, 5.13184], [-3.45507, 3.67906, 5.22643], [-4.81022, 3.91423, 5.73282], [-3.14802, 4.25685, 3.76846], [-3.79151, 5.45616, 3.35972], [-2.22138, 4.28494, 6.06641], [-2.31853, 4.30282, 7.48160], [-1.18249, 2.45096, 4.17103], [-2.28082, 1.32560, 3.45384], [-1.39241, 0.89521, 4.93369], [-4.09407, 6.01489, 4.25218], [-4.75179, 5.30435, 2.86633], [-3.19071, 6.16101, 2.78998], [-2.44845, 5.32225, 7.84693], [-1.40092, 3.89831, 7.91061], [-3.13428, 3.71381, 7.90526], [1.81421, -1.20915, 0.25416], [0.86021, -0.38237, -0.39234], [-0.37616, 0.19442, 0.48018], [-0.45832, -0.29140, 1.87122], [-0.15936, 1.77017, 0.47421], [0.15584, 2.40190, -0.76704], [-1.56627, -0.07575, -0.52304], [-2.46564, -1.18396, -0.43021], [1.78173, -1.15161, 1.34734], [2.82765, -0.86586, 0.04098], [1.61585, -2.25270, 0.00829], [-0.04781, 1.75230, -1.61877], [1.19349, 2.74373, -0.73077], [-0.39624, 3.31922, -0.98423], [-2.51685, -1.63327, 0.55208], [-2.19917, -1.90442, -1.20486], [-3.43200, -0.81207, -0.77461], [2.92825, 5.18953, 1.40411], [2.24387, 6.42653, 1.45864], [1.64112, 6.87931, 0.38878], [1.53283, 6.30887, -0.66265], [1.10881, 8.06899, 0.70140], [-0.00079, 8.54851, -0.01056], [3.46522, 5.04738, 2.33744], [3.58171, 5.16952, 0.53219], [2.22021, 4.35827, 1.33130], [0.21983, 8.90231, -1.02280], [-0.37657, 9.41457, 0.53027], [-0.77089, 7.78262, -0.12062], [0.10293, 5.88800, 3.86086], [0.18902, 4.50539, 3.52860], [1.28023, 3.84597, 3.85996], [2.20549, 4.14198, 4.55268], [1.14937, 2.63440, 3.26538], [2.36354, 1.92950, 3.04402], [0.98266, 6.30598, 4.34766], [-0.80670, 6.02526, 4.44139], [0.02860, 6.43333, 2.91817], [3.09371, 2.11105, 3.82962], [2.87635, 2.19132, 2.11563], [2.05602, 0.88837, 2.96702], [-3.17564, 2.63025, 1.26952], [-3.60171, 3.75685, 0.53532], [-2.90685, 4.85889, 0.32997], [-1.72908, 5.00204, 0.53818], [-3.76235, 5.73922, -0.18980], [-3.36147, 7.09212, -0.24269], [-3.76917, 2.41873, 2.16446], [-2.17980, 2.72417, 1.69598], [-3.37289, 1.72221, 0.70186], [-4.13563, 7.74039, -0.65381], [-2.53234, 7.29852, -0.92379], [-3.17979, 7.38673, 0.79300], [1.12036, -5.15007, 1.71711], [1.41189, -6.33606, 1.01393], [0.53739, -7.32399, 1.08824], [-0.57738, -7.20996, 1.50937], [1.03115, -8.39024, 0.46485], [0.24857, -9.57408, 0.53464], [0.40984, -4.49604, 1.20665], [2.07841, -4.64489, 1.82381], [0.71705, -5.31918, 2.71715], [0.63434, -10.23053, -0.23728], [-0.82905, -9.41534, 0.51583], [0.42423, -10.03791, 1.51119], [-4.01033, -3.05540, 2.22964], [-4.37120, -4.38744, 1.93432], [-4.69008, -4.63497, 0.68090], [-4.55665, -3.91203, -0.27614], [-5.19622, -5.85869, 0.61003], [-5.38359, -6.48047, -0.65318], [-2.98198, -2.98643, 2.58512], [-4.59786, -2.62869, 3.04834], [-4.18100, -2.32773, 1.44163], [-6.38158, -6.91050, -0.60014], [-4.67657, -7.30383, -0.76504], [-5.23007, -5.79627, -1.48420], [-1.79730, -6.54421, -1.40634], [-1.41898, -5.20039, -1.19627], [-0.50173, -4.75982, -2.07191], [-0.05290, -5.39081, -2.98932], [-0.20875, -3.50958, -1.76954], [0.55489, -2.76299, -2.72057], [-0.95094, -7.22227, -1.52135], [-2.48054, -6.58329, -2.25838], [-2.34449, -7.01232, -0.58698], [-0.03476, -2.50233, -3.59488], [1.38822, -3.39399, -3.04176], [1.04261, -1.94592, -2.20209], [6.12515, 3.74118, 4.91284], [6.43170, 2.44559, 4.35859], [5.89327, 2.07573, 3.23353], [5.31368, 2.81617, 2.47032], [6.16477, 0.78512, 3.05968], [5.75161, 0.04952, 1.90958], [6.36955, 3.75415, 5.96942], [5.09425, 3.94188, 4.63562], [6.82535, 4.45425, 4.47522], [4.65833, 0.09422, 1.93886], [6.03102, -0.99216, 2.02226], [6.08261, 0.47322, 0.96422], [4.37259, -1.35670, -3.76791], [4.36836, -0.72325, -2.49010], [4.37261, 0.60189, -2.46440], [4.20374, 1.32283, -3.40817], [4.47882, 0.97305, -1.19623], [4.78388, 2.31888, -0.88830], [4.10560, -2.40168, -3.64005], [5.29020, -1.15450, -4.30900], [3.52746, -0.98460, -4.35583], [4.92311, 2.48942, 0.17943], [4.00993, 2.96253, -1.30137], [5.81412, 2.51697, -1.20341], [-0.90528, 2.65261, -6.95538], [-1.48827, 3.22127, -5.80608], [-0.65492, 3.90959, -5.01165], [0.49602, 4.14442, -5.25455], [-1.35634, 4.34289, -3.97224], [-0.64482, 5.16991, -3.07665], [-1.71927, 2.15643, -7.48370], [-0.20560, 1.83368, -6.76548], [-0.40208, 3.36222, -7.60961], [0.22613, 4.66986, -2.64602], [-1.23722, 5.53986, -2.24439], [-0.19425, 6.03924, -3.56257]], "homo_energy_ev": -10.262, "homo_lumo_gap_ev": 10.7051, "relative_energy_ev": 0.000, "lumo_energy_ev": 0.44}

=====

Record 6
{"formula": "C5H8O2S", "method": "ωB97M-V/def2-TZVPD", "elements": ["C", "C", "C", "C", "C", "H", "H", "H", "H", "H", "H", "H", "H", "O", "O", "S"], "xyz": [[-0.86138, 2.29098, 0.85596], [0.53220, -0.09716, 0.56239], [1.01493, -1.47021, -1.20743], [-0.40592, -1.86751, -0.83424], [-0.75063, -0.88130, 0.27034], [-1.04480, 3.30402, 0.49295], [-0.51703, 2.37744, 1.90576], [-1.77857, 1.72625, 0.81239], [0.72022, 0.00797, 1.62894], [1.66409, -2.30220, -1.45696], [1.01614, -0.78110, -2.05810], [-1.14062, -1.81351, -1.67142], [-0.44379, -2.88892, -0.41293], [1.55043, -0.83088, -0.05279], [-1.81950, -0.73134, 0.81225], [0.40636, 1.56369, -0.19991]], "homo_energy_ev": -8.798, "homo_lumo_gap_ev": 9.5712, "relative_energy_ev": 0.569, "smiles": "CS[C@@H]1OCCC1=O", "lumo_energy_ev": 0.77}